--- A ---
DFT (ωB97M-V/def2-TZVPD) results for a cluster of 2 separate species, CH4FNS in total.

Element x y z (Å)
F: 3.4067 -0.3671 -0.0644
H: 2.5825 -0.0151 0.1858
C: -0.9219 1.0590 0.0126
H: -1.5967 -2.3099 -0.1721
N: -1.5327 -0.0475 -0.1143
S: -0.5760 -1.4638 0.0180
H: -1.5179 1.9730 -0.0642
H: 0.1561 1.1714 0.1985

Values from the calculation:
LUMO = 0.64 eV
highest occupied orbital energy = -0.34731 Ha
SMILES = C=NS.F
2S+1 = 1

--- B ---
DFT (ωB97M-V/def2-TZVPD) results for a cluster of 2 separate species, CH4FNS in total.

Element x y z (Å)
N: 0.2631 -0.2673 0.4327
S: 1.2693 0.0111 1.5757
H: -1.4134 0.9154 0.8792
F: 1.6953 -1.4063 -1.2177
H: -1.4260 -0.0158 -0.6667
H: -0.3517 1.4025 -0.3615
C: -0.8617 0.5619 0.0343
H: 0.8249 -1.2014 -0.6759

Values from the calculation:
LUMO = -1.82 eV
highest occupied orbital energy = -0.33597 Ha
SMILES = CN=S.F
2S+1 = 1

The relative energies come out as A 0.0000; B 0.0300, with values in hartree.

--- A ---
DFT (ωB97M-V/def2-TZVPD) results for an isolated molecule of C3H5ClSi.

Element x y z (Å)
C: 2.3491 0.8131 -0.5878
H: -0.2154 -1.9437 -0.3508
H: -2.1221 -0.3793 1.1568
Si: -0.3365 -0.5435 -0.7555
Cl: -2.0435 1.9014 0.4955
H: -0.6688 0.1545 1.8414
H: 3.3726 1.2426 -0.5332
C: -1.3663 0.2193 0.9905
C: 1.2075 0.4824 -0.7445
H: -0.6466 -0.3739 -2.1551

Values from the calculation:
LUMO = 0.61 eV
highest occupied orbital energy = -0.35992 Ha
SMILES = C#C[SiH2]CCl
2S+1 = 1

--- B ---
DFT (ωB97M-V/def2-TZVPD) results for a cluster of 2 separate species, C3H5ClSi in total.

Element x y z (Å)
Cl: 0.8075 -0.6310 1.6794
C: -1.8622 0.1407 -2.3961
C: 0.3337 -0.2216 3.2716
H: 2.0766 -1.0670 -1.1921
Si: 1.0355 -0.0232 -1.7082
H: -2.7591 0.4029 -2.8682
H: -0.7040 -0.6747 3.4663
C: -0.7574 -0.1682 -1.9749
H: 0.5518 0.8216 3.7163
H: 1.2777 1.4206 -1.9940

Values from the calculation:
LUMO (spin up / spin down) = -0.53 / -0.32 eV
highest occupied orbital energy (spin up / spin down) = -0.32365 / -0.25426 Ha
2S+1 = 1

The relative energies come out as A 0.0000; B 0.1177, with values in hartree.